Density functional theory data (ωB97M-V/def2-TZVPD) for a molecular structure, C35H38Br3Cl3F40O10PSSi2 in a non-equilibrium geometry.

Geometry as XYZ:
```
133
Properties=species:S:1:pos:R:3
C 1.54385 -0.12405 -2.98274
C 0.49933 -1.00794 -3.65439
Cl 1.26653 -1.76861 -5.10232
C -0.79799 -0.29641 -4.04336
Cl -0.58501 1.44332 -4.44722
Si -2.23706 -0.64342 -2.81640
C -2.69804 -2.41911 -3.15538
C -2.94564 -2.73742 -4.66909
C -4.00623 -3.82778 -4.77475
Cl -4.71104 -3.96538 -6.40220
O -3.39822 0.48593 -3.13876
Si -5.03009 0.07352 -3.07056
Br -5.69616 -1.10289 -1.27121
C -5.66096 -0.75001 -4.67320
O -5.18077 -0.30735 -5.75170
O -6.50771 -1.63046 -4.53236
P -6.11618 2.06351 -2.87816
O -5.08715 3.23589 -3.29727
O -6.27300 2.33337 -1.27213
S -7.76694 2.11687 -3.83396
C -1.48943 -0.52428 -1.05196
Br -2.18449 -1.91998 0.15704
C -1.63031 0.84582 -0.34004
C -1.35247 2.04392 -1.22785
Br -3.32333 1.18749 0.56378
H 1.07757 0.62607 -2.34545
H 2.13355 0.39287 -3.73454
H 2.22087 -0.69588 -2.35203
H 0.27730 -1.81472 -2.95863
H -1.13202 -0.75962 -4.96941
H -1.81248 -3.00748 -2.88571
H -3.50711 -2.81289 -2.54382
H -3.21913 -1.85628 -5.24920
H -2.03306 -3.16164 -5.09067
H -3.53620 -4.78735 -4.56113
H -4.78108 -3.70850 -4.02496
H -4.53868 3.46050 -2.52777
H -6.79526 1.60017 -0.91136
H -0.42196 -0.72719 -1.06608
H -0.87687 0.86216 0.44356
H -1.24418 2.90151 -0.56628
H -2.15574 2.28673 -1.91698
H -0.38877 1.91298 -1.71377
C -2.32247 5.67120 3.53653
C -3.41037 6.15835 4.51161
C -3.09260 6.12418 6.00951
F -2.78854 4.89043 6.45861
F -4.17807 6.54214 6.70500
F -4.55936 5.49866 4.25686
F -3.63935 7.46842 4.20904
O -2.36708 4.33634 3.05046
C -1.86529 3.28193 3.78214
C -2.95620 2.32130 4.27505
F -3.92116 2.97380 4.95242
F -2.41979 1.40535 5.12065
F -1.08720 3.73880 4.79517
F -1.04404 2.60926 2.95197
H -2.46774 6.26946 2.63785
H -1.32472 5.92989 3.89387
H -2.26045 6.79687 6.23715
H -3.42072 1.79892 3.43706
C 1.20151 7.89575 -2.57366
C 0.10260 8.37448 -1.60468
C 0.41503 8.36373 -0.10453
F 0.73771 7.14288 0.36044
F -0.68259 8.77086 0.58112
F -1.03295 7.69131 -1.85519
F -0.14877 9.67680 -1.92469
O 1.18100 6.55477 -3.04323
C 1.70856 5.52444 -2.29031
C 0.63742 4.55310 -1.78362
F -0.34137 5.19757 -1.11975
F 1.20440 3.67039 -0.92644
F 2.47920 6.00921 -1.29230
F 2.52869 4.82898 -3.10531
H 1.04458 8.48149 -3.47829
H 2.19396 8.17637 -2.21894
H 1.23363 9.05403 0.11900
H 0.18789 4.01084 -2.61934
C 1.11735 -6.52203 1.87551
C 0.72247 -6.14940 0.43294
C 1.83253 -5.69858 -0.52132
F 2.50045 -4.61199 -0.08106
F 1.28638 -5.36988 -1.71462
F -0.26758 -5.23420 0.47328
F 0.18742 -7.27707 -0.11753
O 0.98200 -5.54967 2.90540
C 1.95600 -4.59803 3.12714
C 1.48928 -3.18133 2.77494
F 1.01659 -3.12390 1.52008
F 2.53311 -2.32230 2.86841
F 3.10348 -4.93123 2.49997
F 2.22223 -4.61929 4.45247
H 0.40647 -7.29504 2.16378
H 2.09505 -7.00399 1.91058
H 2.55016 -6.50559 -0.68357
H 0.70140 -2.85697 3.45844
C 5.42549 -8.59699 -4.42669
C 5.02191 -8.52697 -5.91103
C 4.50216 -7.19081 -6.45022
F 3.41074 -6.75393 -5.79822
F 4.15803 -7.34591 -7.75060
F 4.14278 -9.51843 -6.17269
F 6.14913 -8.81000 -6.62539
O 4.49180 -9.09494 -3.47462
C 3.51560 -8.28252 -2.93881
C 2.09866 -8.67295 -3.37651
F 1.99149 -8.73913 -4.71514
F 1.22354 -7.74358 -2.93424
F 3.78839 -6.98585 -3.17892
F 3.57756 -8.44535 -1.59221
H 6.23189 -9.32818 -4.39456
H 5.87346 -7.66151 -4.09058
H 5.28163 -6.42532 -6.38959
H 1.82783 -9.64786 -2.96401
C 1.31012 2.76210 6.64366
C 1.75069 1.35686 7.09329
C 2.08031 1.14886 8.57397
F 3.06995 1.95182 9.01187
F 2.49311 -0.12809 8.76243
F 2.78177 0.95152 6.31886
F 0.71010 0.52303 6.81804
O 2.28278 3.64358 6.08773
C 3.11302 4.39664 6.88643
C 4.58264 3.96685 6.79362
F 4.73696 2.65438 7.03954
F 5.30877 4.64893 7.71203
F 2.66474 4.42140 8.15826
F 3.04177 5.66838 6.42784
H 0.62504 2.58953 5.81778
H 0.71249 3.26065 7.40745
H 1.19142 1.31616 9.18894
H 4.97397 4.17979 5.79659
```

- HOMO-LUMO gap (eV) = 6.30
- LUMO (eV) = 1.4115
- total charge = -1
- HOMO (eV) = -4.9
- multiplicity = 1